[1]
This record from OMol25 describes C44H42AsBiN8O7P3 as an isolated structure. The level of theory is ωB97M-V/def2-TZVPD.

Geometry as ORCA input:
```
! wB97M-V def2-TZVPD RIJCOSX def2/J DEFGRID3
* xyz 1 1
Bi -1.958 1.022 1.113
N -2.333 -1.462 5.039
C -1.888 -0.761 4.002
N -2.642 -0.387 3.004
C -4.013 -0.618 3.081
N -4.874 0.029 2.371
N -4.296 0.992 1.575
C -5.091 1.782 0.977
C -4.540 2.859 0.145
C -5.368 3.813 -0.415
C -4.793 4.871 -1.105
C -3.416 4.939 -1.198
C -2.656 3.930 -0.624
N -3.205 2.902 0.017
C -4.492 -1.609 4.041
C -5.783 -2.140 4.005
C -6.190 -3.018 4.985
C -5.318 -3.367 6.021
C -4.038 -2.856 6.069
C -3.631 -1.984 5.066
H -1.695 -1.677 5.789
H -0.834 -0.512 3.965
H -6.165 1.679 1.101
H -6.440 3.730 -0.302
H -5.415 5.635 -1.551
H -2.925 5.757 -1.705
H -1.576 3.945 -0.667
H -6.444 -1.845 3.202
H -7.185 -3.438 4.957
H -5.647 -4.049 6.793
H -3.358 -3.132 6.865
C 1.245 4.539 2.502
C 0.266 3.377 2.357
O -0.121 3.143 0.997
P 0.944 1.809 3.011
O 2.430 1.804 2.443
O 1.025 1.968 4.566
O 0.161 0.631 2.548
P -1.283 3.656 3.318
O -1.858 5.044 2.766
O -0.870 3.743 4.747
O -2.223 2.557 2.876
H 2.199 4.307 2.029
H 1.426 4.759 3.553
H 0.817 5.421 2.025
H 0.653 2.909 0.463
H 2.867 0.940 2.497
H 0.354 2.650 4.885
H -1.701 5.763 3.395
N -2.958 -0.587 -0.183
C -3.837 -0.991 -0.863
N -4.860 -1.487 -1.373
C -5.169 -1.850 -2.598
N -5.519 -2.182 -3.648
C 2.340 0.740 -1.954
C 2.648 -0.321 -2.999
As 4.407 0.045 -3.815
C 4.658 -1.660 -4.729
C 3.601 -2.489 -5.090
C 3.841 -3.682 -5.763
C 5.138 -4.055 -6.078
C 6.198 -3.227 -5.729
C 5.958 -2.036 -5.064
C 5.428 -0.377 -2.197
C 5.441 -1.655 -1.641
C 6.136 -1.905 -0.468
C 6.821 -0.876 0.169
C 6.816 0.398 -0.376
C 6.125 0.644 -1.558
P 0.853 0.434 -0.896
C 1.219 -1.174 -0.114
C 2.515 -1.429 0.338
C 2.802 -2.580 1.055
C 1.795 -3.492 1.345
C 0.501 -3.241 0.915
C 0.212 -2.089 0.194
C -0.373 0.110 -2.210
C -0.594 -1.111 -2.846
C -1.532 -1.210 -3.861
C -2.249 -0.089 -4.271
C -2.023 1.133 -3.660
C -1.095 1.225 -2.632
H 2.174 1.715 -2.423
H 3.186 0.870 -1.272
H 1.893 -0.315 -3.786
H 2.675 -1.319 -2.557
H 2.580 -2.215 -4.857
H 3.011 -4.319 -6.038
H 5.324 -4.985 -6.598
H 7.212 -3.510 -5.979
H 6.792 -1.397 -4.795
H 4.918 -2.466 -2.138
H 6.154 -2.906 -0.055
H 7.371 -1.074 1.081
H 7.361 1.199 0.108
H 6.134 1.639 -1.989
H 3.322 -0.739 0.117
H 3.818 -2.767 1.379
H 2.022 -4.397 1.893
H -0.290 -3.949 1.128
H -0.805 -1.911 -0.135
H -0.036 -1.989 -2.547
H -1.715 -2.163 -4.339
H -2.987 -0.184 -5.054
H -2.568 2.012 -3.980
H -0.910 2.185 -2.159
*
```

Computed properties:
ΔE to the lowest compared entry with this formula, charge and spin in kcal per mole: 0.0
HOMO-LUMO gap in eV: 6.51
E_tot in eV: -167109.0758

Here are the Mulliken charges for atoms 1 to 99, given in e:
1 Bi 4.0573
2 N 0.1424
3 C -1.0291
4 N -0.0093
5 C 0.2934
6 N -1.4396
7 N 0.6561
8 C -0.8497
9 C 0.7322
10 C -0.9349
11 C -0.4845
12 C -1.2490
13 C -0.1923
14 N 0.3325
15 C 0.2427
16 C -0.3630
17 C -0.8446
18 C -0.4096
19 C -0.9636
20 C 0.3093
21 H 0.2973
22 H 0.7253
23 H 0.4096
24 H 0.5223
25 H 0.4559
26 H 0.5108
27 H 0.5876
28 H 0.4859
29 H 0.4293
30 H 0.4174
31 H 0.4070
32 C -1.7979
33 C 0.5296
34 O -0.3704
35 P 0.6580
36 O -0.5867
37 O -0.5536
38 O -0.3661
39 P 0.3424
40 O -0.5609
41 O -0.8472
42 O -0.5939
43 H 0.4415
44 H 0.3764
45 H 0.4491
46 H 0.1349
47 H 0.3784
48 H 0.4584
49 H 0.3814
50 N -0.3658
51 C 0.6408
52 N -0.7412
53 C 0.4315
54 N -0.5354
55 C -1.4436
56 C -0.9159
57 As 0.2329
58 C 0.0340
59 C 0.0297
60 C -0.6756
61 C -0.4314
62 C -0.6321
63 C -0.3344
64 C -0.0114
65 C -0.0318
66 C -0.6951
67 C -0.5258
68 C -0.6659
69 C -0.2223
70 P 0.2791
71 C 0.8195
72 C -0.8153
73 C -0.7792
74 C -0.8970
75 C -0.7916
76 C -0.4208
77 C 0.7395
78 C -0.2698
79 C -0.9963
80 C -0.5695
81 C -0.6405
82 C -0.6480
83 H 0.7628
84 H 0.5484
85 H 0.8296
86 H 0.4620
87 H 0.3944
88 H 0.3906
89 H 0.3800
90 H 0.3865
91 H 0.3721
92 H 0.3661
93 H 0.5084
94 H 0.4382
95 H 0.4368
96 H 0.4120
97 H 0.5554
98 H 0.5241
99 H 0.4188

[2]
This record from OMol25 describes C44H42AuN3P2S as an isolated structure. The level of theory is ωB97M-V/def2-TZVPD.

Geometry as ORCA input:
```
! wB97M-V def2-TZVPD RIJCOSX def2/J DEFGRID3
* xyz 2 1
Au -1.012 -0.644 0.282
N 1.167 -1.659 1.932
P -0.441 -1.443 2.367
C -0.561 -0.281 3.715
C -1.717 0.486 3.849
C -1.846 1.342 4.930
C -0.826 1.436 5.868
C 0.331 0.679 5.729
C 0.471 -0.176 4.648
C -1.325 -2.934 2.748
C -1.752 -3.273 3.973
C -2.780 -4.300 4.152
C -3.392 -4.901 3.124
C -3.032 -4.662 1.688
C -2.025 -3.497 1.548
P 1.414 -0.799 0.479
C 2.591 0.517 0.748
C 3.880 0.467 0.217
C 4.756 1.516 0.454
C 4.347 2.607 1.208
C 3.060 2.657 1.735
C 2.177 1.619 1.500
C 2.089 -1.943 -0.722
C 2.329 -3.276 -0.397
C 2.843 -4.135 -1.357
C 3.107 -3.670 -2.637
C 2.859 -2.342 -2.965
C 2.347 -1.477 -2.013
H 1.893 -2.023 2.536
H -2.512 0.415 3.108
H -2.743 1.935 5.043
H -0.929 2.107 6.710
H 1.123 0.757 6.461
H 1.379 -0.758 4.545
H -1.383 -2.761 4.856
H -3.068 -4.543 5.166
H -4.171 -5.628 3.325
H -2.734 -5.602 1.219
H -1.357 -3.651 0.697
H 4.200 -0.384 -0.369
H 5.758 1.480 0.050
H 5.033 3.423 1.386
H 2.749 3.510 2.323
H 1.167 1.663 1.894
H 2.111 -3.653 0.594
H 3.036 -5.168 -1.104
H 3.508 -4.344 -3.382
H 3.064 -1.981 -3.964
H 2.157 -0.442 -2.276
C 3.144 2.424 -4.169
C 1.873 2.973 -3.507
C 2.187 3.293 -2.044
C 1.447 4.272 -4.205
C 0.764 1.932 -3.641
C 0.299 1.572 -4.926
C -0.690 0.634 -5.126
C -1.242 0.017 -4.003
S -2.472 -1.211 -3.896
C -2.319 -1.214 -2.196
N -1.420 -0.367 -1.740
C -0.793 0.357 -2.733
C 0.199 1.317 -2.541
C -3.032 -2.019 -1.220
C -3.821 -3.226 -1.543
C -4.226 -4.080 -0.600
C -4.074 -3.816 0.872
C -3.203 -2.566 1.155
C -2.771 -1.699 0.054
H 3.951 3.154 -4.091
H 2.990 2.210 -5.227
H 3.471 1.502 -3.680
H 2.964 4.057 -2.002
H 2.558 2.420 -1.503
H 1.311 3.682 -1.519
H 2.233 5.021 -4.104
H 0.534 4.673 -3.762
H 1.268 4.125 -5.270
H 0.729 2.051 -5.795
H -1.025 0.387 -6.124
H 0.497 1.568 -1.531
H -4.028 -3.438 -2.585
H -4.765 -4.973 -0.892
H -5.065 -3.786 1.331
H -3.559 -2.012 2.026
C -3.289 4.705 0.468
C -1.784 4.505 0.665
C -1.408 3.094 0.618
N -1.122 1.983 0.586
H -3.518 5.768 0.506
H -3.856 4.205 1.251
H -3.611 4.318 -0.496
H -1.453 4.901 1.626
H -1.214 5.021 -0.110
*
```

Computed properties:
ΔE to the lowest compared entry with this formula, charge and spin in kcal per mole: 41.6
HOMO-LUMO gap in eV: 6.98
E_tot in eV: -83872.2054

Mulliken charges in e:
1 Au 2.1097
2 N 0.5071
3 P 0.0159
4 C 0.7253
5 C -0.1004
6 C -0.8418
7 C -0.4818
8 C -0.8231
9 C -0.6263
10 C -0.0634
11 C 0.0436
12 C -0.7979
13 C -1.0849
14 C 0.1603
15 C -0.7145
16 P -0.4712
17 C 0.8062
18 C -0.4287
19 C -0.8557
20 C -0.6325
21 C -1.0072
22 C -0.3806
23 C 0.5037
24 C -0.7915
25 C -0.7555
26 C -0.7388
27 C -0.8067
28 C 0.2592
29 H 0.4098
30 H 0.4541
31 H 0.4693
32 H 0.4389
33 H 0.4603
34 H 0.3340
35 H 0.5522
36 H 0.4491
37 H 0.4400
38 H 0.5426
39 H 0.6650
40 H 0.5346
41 H 0.4807
42 H 0.4381
43 H 0.4672
44 H 0.3733
45 H 0.4509
46 H 0.4605
47 H 0.4269
48 H 0.5190
49 H 0.3284
50 C -1.6914
51 C 2.2349
52 C -1.7118
53 C -1.7918
54 C 0.1067
55 C -0.6990
56 C -1.2953
57 C 0.7259
58 S -0.3289
59 C 0.6082
60 N -0.1883
61 C -0.7253
62 C 0.5035
63 C 0.5186
64 C -1.0931
65 C -1.3682
66 C -0.2026
67 C -0.0171
68 C -0.1721
69 H 0.4676
70 H 0.4016
71 H 0.2171
72 H 0.5908
73 H 0.2292
74 H 0.1703
75 H 0.4647
76 H 0.3887
77 H 0.3705
78 H 0.4841
79 H 0.4433
80 H 0.1275
81 H 0.4385
82 H 0.4258
83 H 0.5805
84 H 0.5150
85 C -1.1816
86 C -0.3909
87 C 0.2238
88 N -0.4333
89 H 0.3670
90 H 0.3304
91 H 0.3439
92 H 0.3327
93 H 0.2564

[3]
This record from OMol25 describes C44H42CrN4S2 as an isolated structure. The level of theory is ωB97M-V/def2-TZVPD.

Geometry as ORCA input:
```
! wB97M-V def2-TZVPD RIJCOSX def2/J DEFGRID3
* xyz -2 5
Cr 0.670 -0.847 -1.053
S 0.843 -2.692 -2.649
C 2.108 -3.523 -1.785
C 2.184 -4.920 -1.836
C 3.162 -5.634 -1.159
C 3.180 -7.081 -1.244
N 3.178 -8.228 -1.317
C 4.111 -4.948 -0.405
C 4.062 -3.561 -0.346
C 3.082 -2.817 -1.015
S 3.074 -1.073 -0.930
C 5.158 -5.656 0.302
N 6.001 -6.200 0.864
H 1.446 -5.458 -2.416
H 4.802 -3.036 0.244
C -0.283 -3.878 0.960
C -0.867 -3.058 2.111
C -2.196 -2.420 1.693
C 0.159 -2.098 2.704
C 0.665 -2.433 3.962
C 1.626 -1.663 4.597
C 2.111 -0.535 3.955
C 1.639 -0.161 2.700
C 2.201 1.098 2.052
C 3.731 1.092 2.010
C 1.718 2.369 2.765
C 0.638 -0.936 2.069
N 0.113 -0.499 0.821
C -0.840 0.505 0.897
C -1.251 1.083 -0.280
N -0.711 0.620 -1.465
C -0.927 1.459 -2.578
C -1.854 1.142 -3.587
C -2.036 2.039 -4.644
C -1.338 3.232 -4.727
C -0.418 3.539 -3.733
C -0.203 2.674 -2.666
C 0.860 3.008 -1.630
C 0.790 4.460 -1.151
C 2.248 2.671 -2.181
C -2.689 -0.132 -3.644
C -3.187 -0.693 -2.308
C -1.931 -1.209 -4.429
C -2.264 2.112 0.015
C -3.016 3.003 -0.699
C -3.918 3.872 0.003
C -4.065 3.850 1.358
C -3.292 2.922 2.130
C -3.326 2.751 3.550
C -2.525 1.810 4.130
C -1.636 0.975 3.375
C -1.581 1.123 2.018
C -2.433 2.106 1.433
H -1.004 -4.631 0.625
H 0.635 -4.390 1.262
H -0.049 -3.245 0.105
H -1.095 -3.760 2.919
H -2.077 -1.811 0.796
H -2.604 -1.783 2.481
H -2.924 -3.209 1.475
H 0.294 -3.331 4.449
H 2.007 -1.952 5.570
H 2.870 0.070 4.442
H 1.835 1.121 1.026
H 4.158 1.090 3.019
H 4.092 1.989 1.497
H 4.100 0.221 1.467
H 2.123 2.414 3.783
H 0.631 2.410 2.831
H 2.061 3.258 2.225
H -2.767 1.794 -5.410
H -1.507 3.915 -5.552
H 0.145 4.465 -3.794
H 0.691 2.376 -0.762
H 1.076 5.166 -1.937
H 1.474 4.606 -0.309
H -0.221 4.709 -0.814
H 2.456 3.253 -3.087
H 2.320 1.610 -2.432
H 3.025 2.892 -1.440
H -3.578 0.132 -4.226
H -2.401 -1.233 -1.786
H -4.015 -1.386 -2.498
H -3.544 0.097 -1.643
H -1.016 -1.489 -3.904
H -1.652 -0.846 -5.423
H -2.542 -2.111 -4.545
H -2.941 3.067 -1.778
H -4.504 4.578 -0.574
H -4.757 4.527 1.849
H -3.987 3.361 4.158
H -2.559 1.685 5.207
H -1.019 0.246 3.888
*
```

Computed properties:
HOMO-LUMO gap (spin up / spin down) in eV: 4.93 / 5.33
E_tot in eV: -102367.3371

Mulliken charges in e:
1 Cr 0.9539
2 S -0.7746
3 C 0.3365
4 C -0.9382
5 C 0.5106
6 C -0.1079
7 N -0.6340
8 C 0.6221
9 C -1.1973
10 C 0.6120
11 S -0.5316
12 C -0.0695
13 N -0.6362
14 H 0.4648
15 H 0.4405
16 C -0.9338
17 C 0.4271
18 C -1.3781
19 C 1.2084
20 C -1.1992
21 C -1.4241
22 C -0.4270
23 C 0.8473
24 C 1.8525
25 C -1.6072
26 C -1.3859
27 C -1.1466
28 N 2.0106
29 C -1.5425
30 C -0.7730
31 N 1.7691
32 C -1.3718
33 C 0.9614
34 C -0.6999
35 C -1.4562
36 C -0.2565
37 C 0.6490
38 C 2.5119
39 C -1.8010
40 C -1.5026
41 C 0.4732
42 C -1.2895
43 C -1.3801
44 C 0.0379
45 C 0.7791
46 C -1.1312
47 C -0.9726
48 C 1.4421
49 C -1.0432
50 C -1.1001
51 C 1.0649
52 C 0.6079
53 C -1.6310
54 H 0.4392
55 H 0.3474
56 H -0.3546
57 H 0.5431
58 H -0.0750
59 H 0.2769
60 H 0.5594
61 H 0.3415
62 H 0.3494
63 H 0.2681
64 H -0.9742
65 H 0.3286
66 H 0.4321
67 H 0.3009
68 H 0.3807
69 H 0.2050
70 H 0.3451
71 H 0.3782
72 H 0.3325
73 H 0.2993
74 H -1.4361
75 H 0.3603
76 H 0.3682
77 H 0.4032
78 H 0.3516
79 H 0.2435
80 H 0.3579
81 H 0.5475
82 H -0.0714
83 H 0.5097
84 H 0.2046
85 H 0.0475
86 H 0.3778
87 H 0.4057
88 H 0.4042
89 H 0.4062
90 H 0.3532
91 H 0.3407
92 H 0.4245
93 H 0.4373

| no. | strongest force on any atom (eV Å⁻¹) | M (g/mol) |
| --- | --- | --- |
| 1 | 0.54 | 1171.7 |
| 2 | 0.41 | 903.8 |
| 3 | 1.32 | 743.0 |